A gas-phase ion, C10H10N3O3 (charge +1). Source: the Open Molecules 2025 dataset; level of theory: ωB97M-V/def2-TZVPD.

Output
charge	+1
spin multiplicity	1
SMILES string	[H]/N=C/Cc1[nH+]ccc(C(=O)OOC#N)c1C
LUMO energy	-4.87	eV

The geometry in XYZ format:
```
26
C10H10N3O3 ωB97M-V/def2-TZVPD
C 0.270 -0.498 1.355
C 0.220 -0.014 -0.079
C -0.545 -0.744 -0.987
C -1.335 -1.974 -0.556
O -2.513 -1.840 -0.422
O -0.665 -3.188 -0.389
O -0.640 -3.549 0.986
C -1.712 -4.279 1.265
N -2.822 -4.627 1.335
C -0.621 -0.338 -2.309
C 0.079 0.743 -2.715
N 0.806 1.423 -1.831
C 0.882 1.095 -0.542
C 1.711 1.986 0.361
C 0.870 2.446 1.558
N -0.311 2.852 1.407
H -0.610 -0.162 1.909
H 0.393 -1.582 1.353
H 1.158 -0.094 1.854
H -1.232 -0.863 -3.035
H 0.068 1.122 -3.730
H 1.336 2.234 -2.129
H 2.636 1.489 0.663
H 1.936 2.903 -0.199
H 1.331 2.374 2.553
H -0.689 3.085 2.325
```


2 unconnected molecules or ions with the total composition C10H10N3P. Source: the Open Molecules 2025 dataset; level of theory: ωB97M-V/def2-TZVPD.

Output
spin multiplicity	1
LUMO energy (spin up / spin down)	-1.60 / -1.57	eV

The geometry in XYZ format:
```
24
C10H10N3P ωB97M-V/def2-TZVPD
C -5.305 0.416 -0.448
C 2.664 -0.437 -0.555
C 2.651 0.912 -0.133
C 1.552 -1.220 -0.484
C 1.434 1.539 0.217
C 0.403 -0.602 -0.012
C 0.289 0.779 0.171
C -1.744 -0.143 0.386
C -1.287 -2.491 -0.057
C -1.667 2.238 0.679
N -5.290 1.438 -0.999
N -0.914 -1.112 0.085
N -1.008 1.028 0.412
P -4.890 -1.005 0.421
H 3.640 -0.879 -0.632
H 3.590 1.493 0.105
H 1.581 -2.328 -0.727
H 1.427 2.634 0.391
H -0.915 -2.993 0.849
H -2.370 -2.477 -0.060
H -0.922 -2.971 -1.036
H -1.937 2.329 1.678
H -1.003 3.165 0.731
H -2.508 2.486 0.049
```


2 unconnected molecules or ions with the total composition C10H10N4. Source: the Open Molecules 2025 dataset; level of theory: ωB97M-V/def2-TZVPD.

Output
spin multiplicity	1
LUMO energy (spin up / spin down)	-1.19 / -1.22	eV

The geometry in XYZ format:
```
24
C10H10N4 ωB97M-V/def2-TZVPD
C 1.642 -1.753 0.365
C 0.571 -1.632 1.224
C 1.575 -1.398 -0.966
C -0.623 -1.162 0.666
C 0.381 -0.938 -1.465
C 1.956 1.865 0.832
C -0.224 1.589 1.042
C -0.702 -0.647 -0.636
C -2.974 0.406 -0.660
C -2.002 -0.281 -1.228
N 1.697 1.532 2.052
N 0.338 1.232 2.100
N 0.794 1.895 0.048
N 0.520 2.169 -1.118
H 2.475 -2.114 0.847
H 0.568 -1.988 2.195
H 2.555 -1.413 -1.644
H -1.443 -1.225 1.266
H 0.269 -0.506 -2.541
H 2.904 2.016 0.258
H -1.261 1.462 0.755
H -3.838 0.493 -1.330
H -3.182 0.753 0.320
H -1.996 -0.354 -2.381
```


A single C10H10N4O3S2 molecule. Source: the Open Molecules 2025 dataset; level of theory: ωB97M-V/def2-TZVPD.

Output
spin multiplicity	1
SMILES string	O=C(CSc1nncs1)NC(=O)NCc1ccco1
LUMO energy	0.62	eV

The geometry in XYZ format:
```
29
C10H10N4O3S2 ωB97M-V/def2-TZVPD
O 2.605 -2.046 0.376
C 2.316 -0.886 0.225
N 1.826 -0.459 -0.989
C 1.360 0.800 -1.385
O 1.615 1.827 -0.802
N 0.656 0.747 -2.541
H 0.350 -0.142 -2.904
C -0.006 1.927 -3.073
C -1.491 1.792 -3.025
C -2.400 1.475 -3.994
C -3.664 1.453 -3.357
C -3.426 1.750 -2.051
O -2.118 1.956 -1.842
H -4.079 1.842 -1.207
H -4.611 1.245 -3.811
H -2.197 1.292 -5.029
H 0.322 2.765 -2.452
H 0.312 2.086 -4.108
H 1.666 -1.231 -1.626
C 2.475 0.157 1.307
H 3.533 0.374 1.457
H 1.933 1.073 1.082
S 1.887 -0.525 2.887
C 0.324 -1.021 2.370
N -0.126 -0.879 1.165
N -1.349 -1.356 0.999
C -1.857 -1.864 2.058
S -0.814 -1.803 3.453
H -2.836 -2.295 2.100
```


no.,F_max (eV Å⁻¹),electronic energy (eV)
1,2.00,-21133.3049
2,3.73,-24286.9589
3,3.63,-16486.1096
4,1.69,-44305.1732